# C3H7N3O12V

C3H7N3O12V as an isolated structure (ωB97M-V with the def2-TZVPD basis set, OMol25).

Computed properties:
frontier orbital gap	2.591	eV
total charge	-3
lowest unoccupied orbital energy	0.21438	Ha
F_max	4.475	eV/A
E_tot	-2129.1620	Eh

Last column: Löwdin charge in e.
Geometry (Å):
1 V -0.4781 -0.6292 0.4160  0.955
2 O 4.2980 -0.9876 -0.2484  -0.152
3 O -1.7384 1.1829 -3.3361  0.061
4 O 0.7182 -4.5725 2.1563  -0.101
5 O -1.8995 -0.8714 -2.7162  0.080
6 O 1.3083 -2.5685 2.7210  0.005
7 O -0.1227 0.4564 2.1431  -0.300
8 O -2.0126 -1.0386 0.4023  -0.429
9 O 0.0427 -2.8453 0.9765  -0.144
10 O 0.8809 2.7477 4.1741  -0.443
11 O 3.5267 -0.1074 1.5731  -0.021
12 O 2.1546 -0.9083 0.0878  -0.111
13 O -0.3705 0.5051 -0.6923  -0.398
14 N -1.6818 -0.0119 -3.5324  -0.447
15 N 3.3186 -0.6687 0.5006  -0.608
16 N 0.7001 -3.3301 1.9607  -0.574
17 C -0.0213 2.9104 3.1502  -0.525
18 C -1.6251 -0.4401 -4.9551  0.017
19 C -0.3190 1.8505 2.0266  -0.360
20 H -2.4897 -1.0022 -5.2953  0.084
21 H 0.1104 2.1770 1.0572  0.064
22 H 0.2769 3.7857 2.5286  0.052
23 H -0.9618 3.0638 3.7263  0.044
24 H -1.3724 2.0303 1.6979  0.076
25 H -0.8270 -1.1847 -4.9987  0.094
26 H -1.4156 0.4569 -5.5239  0.081

# C5H8FN

One molecule with the formula C5H8FN (ωB97M-V with the def2-TZVPD basis set, OMol25).

Computed properties:
frontier orbital gap	8.634	eV
lowest unoccupied orbital energy	0.04230	Ha
energy relative to the best compared isomer or geometry (same formula, charge and spin)	174.3	kJ/mol
F_max	4.642	eV/A
E_tot	-349.8529	Eh
structure (SMILES)	F[C@]12CCC[C@H]1N2

Last column: Löwdin charge in e.
Geometry (Å):
1 F -2.4897 -0.3232 0.4391  0.051
2 N -0.9374 0.9436 -0.9158  0.027
3 C 1.0916 -0.6663 -0.2704  -0.183
4 C -0.2902 -1.3193 -0.0974  -0.126
5 C 1.1081 0.6982 0.4504  -0.196
6 C -1.2829 -0.2175 -0.1719  -0.331
7 C -0.2539 1.2932 0.3355  -0.128
8 H -0.3862 -1.8252 0.8660  0.121
9 H 1.2640 -0.5040 -1.3310  0.106
10 H -0.7523 1.8299 1.1269  0.110
11 H 1.8626 1.3350 -0.0174  0.104
12 H 1.8759 -1.3106 0.1175  0.105
13 H -1.7246 1.5422 -1.1429  0.116
14 H 1.3694 0.5751 1.5034  0.109
15 H -0.4546 -2.0511 -0.8921  0.115

# C26H27BiClGeN2O5

C26H27BiClGeN2O5 as an isolated structure (ωB97M-V with the def2-TZVPD basis set, OMol25).

Computed properties:
frontier orbital gap	7.617	eV
total charge	-1
lowest unoccupied orbital energy	0.09403	Ha
energy relative to the best compared isomer or geometry (same formula, charge and spin)	0.0	kJ/mol
F_max	0.189	eV/A
E_tot	-4244.5192	Eh

Last column: Löwdin charge in e.
Geometry (Å):
1 Bi 0.8281 -0.3400 -0.9495  1.819
2 Ge 1.2256 1.1890 2.2920  0.743
3 Cl -3.5802 4.3512 -5.1044  0.618
4 O 2.0689 -2.3263 -1.0931  -0.285
5 O 1.4434 1.9155 -1.3761  -0.266
6 O 2.6077 2.8771 -3.0243  0.021
7 O -1.0382 0.5574 -0.0100  -0.282
8 O 4.3352 -3.9117 -1.2987  -0.100
9 N -1.7224 -1.5292 0.7058  0.065
10 N -0.4499 -1.9401 0.3080  -0.118
11 C 2.1330 -3.3994 -0.3813  -0.313
12 C -0.8935 4.0306 -4.9870  -0.113
13 C -2.0982 3.8327 -4.3332  -0.672
14 C -3.2142 0.3194 0.8939  -0.145
15 C 1.2687 -5.0047 1.2635  -0.077
16 C 3.2791 -4.2515 -0.4857  -0.230
17 C -0.9728 2.8289 -2.4848  -0.018
18 C 1.5569 2.5679 -2.4740  -0.640
19 C 0.2767 3.6197 -4.3712  -0.021
20 C 1.1182 -3.8219 0.5163  -0.147
21 C 3.3977 -5.3914 0.2698  -0.019
22 C -0.1735 0.2614 3.3077  -0.206
23 C -1.8974 -0.2603 0.4941  -0.502
24 C 0.2496 3.0134 -3.1198  -0.125
25 C -2.1562 3.2359 -3.0870  -0.102
26 C -4.7125 2.2033 0.9636  -0.084
27 C -0.1165 -3.1018 0.7372  -0.084
28 C -4.1565 -0.4444 1.5767  -0.034
29 C 1.9844 0.0508 0.8948  -0.460
30 C 0.5525 2.8901 1.6224  -0.213
31 C 4.0374 -3.7493 -2.6796  -0.082
32 C 2.6823 1.5594 3.5602  -0.235
33 C -3.4965 1.6470 0.5950  -0.022
34 C -5.6510 1.4383 1.6392  -0.103
35 C 2.3937 -5.7830 1.1628  -0.113
36 C -5.3685 0.1136 1.9470  -0.092
37 H -2.7515 2.2379 0.0814  0.097
38 H -1.1638 0.5946 3.0050  0.007
39 H 1.2387 3.7592 -4.8457  0.114
40 H -6.5991 1.8724 1.9295  0.094
41 H -0.9961 2.3582 -1.5116  0.076
42 H 3.5350 -2.8030 -2.8685  0.074
43 H -0.3450 2.7345 1.0296  -0.007
44 H 2.9069 0.5062 0.5342  0.000
45 H 4.2995 -5.9794 0.1522  0.113
46 H 3.4062 -4.5708 -3.0330  0.094
47 H -0.0459 0.4785 4.3695  0.012
48 H -0.8798 4.4984 -5.9620  0.097
49 H 4.9930 -3.7841 -3.2003  0.083
50 H -3.1098 3.0884 -2.5979  0.097
51 H 2.3342 2.2429 4.3360  0.009
52 H -0.1257 -0.8178 3.1691  0.011
53 H -3.9216 -1.4731 1.8089  0.103
54 H 3.5379 2.0119 3.0612  0.012
55 H 1.2910 3.3667 0.9813  0.018
56 H -0.8566 -3.6032 1.3635  0.121
57 H -6.0956 -0.4857 2.4797  0.096
58 H 2.2235 -0.9293 1.3107  -0.006
59 H 3.0130 0.6375 4.0385  0.012
60 H 0.4688 -5.2876 1.9379  0.101
61 H 2.5032 -6.6832 1.7511  0.089
62 H -4.9240 3.2375 0.7242  0.099
63 H 0.3227 3.5451 2.4652  0.015

# C18H21N3O3

One molecule with the formula C18H21N3O3 (ωB97M-V with the def2-TZVPD basis set, OMol25).

Computed properties:
frontier orbital gap	8.716	eV
lowest unoccupied orbital energy	0.01496	Ha
energy relative to the best compared isomer or geometry (same formula, charge and spin)	60.6	kJ/mol
F_max	0.542	eV/A
E_tot	-1088.5447	Eh
structure (SMILES)	Cc1ccc(OCC(=O)NCCCNC(=O)c2cccnc2)cc1

Last column: Löwdin charge in e.
Geometry (Å):
1 O 2.2215 -0.5937 -2.3033  -0.042
2 O -0.9915 -0.1837 -1.0121  0.063
3 O 2.9073 -3.3173 -0.1050  0.057
4 N -4.9971 0.8279 -1.6605  0.071
5 N -1.3920 -0.2137 1.2110  0.085
6 N 0.9914 -2.1681 -0.4628  0.085
7 C 0.4585 -1.7140 1.9089  -0.142
8 C 1.5968 1.5856 -1.7248  -0.005
9 C 2.3464 2.6498 0.3055  -0.295
10 C 3.0637 1.5042 0.6089  -0.049
11 C -0.0025 -0.2848 1.6035  -0.165
12 C 1.6128 2.6716 -0.8780  -0.040
13 C 0.3055 -2.6555 0.7072  -0.165
14 C 2.3173 0.4341 -1.4067  -0.282
15 C -4.1922 -0.7141 0.5005  -0.022
16 C 3.0541 0.3998 -0.2297  -0.020
17 C -1.7789 -0.1689 -0.0817  -0.441
18 C 2.2580 -2.5101 -0.7410  -0.499
19 C -3.7192 0.6806 -1.3757  -0.077
20 C -5.5355 -0.5651 0.1985  -0.055
21 C -3.2504 -0.0696 -0.2963  -0.112
22 C 2.3596 3.8436 1.2129  -0.056
23 C -5.8842 0.2212 -0.8904  -0.143
24 C 2.8329 -1.8189 -1.9843  -0.096
25 H 2.8139 3.6000 2.1702  0.072
26 H -6.9201 0.3663 -1.1666  0.106
27 H 1.0219 1.5927 -2.6363  0.122
28 H 0.5864 0.1255 0.7803  0.097
29 H -3.8884 -1.3459 1.3247  0.113
30 H -6.2938 -1.0549 0.7892  0.103
31 H 2.6500 -2.4660 -2.8479  0.142
32 H -3.0164 1.1820 -2.0272  0.123
33 H 0.1452 0.3456 2.4840  0.126
34 H 3.9183 -1.7164 -1.8579  0.137
35 H 2.9300 4.6546 0.7600  0.081
36 H 1.5103 -1.6757 2.1933  0.116
37 H -2.0880 -0.2153 1.9386  0.136
38 H 0.7379 -3.6269 0.9603  0.122
39 H -0.1100 -2.1203 2.7480  0.110
40 H -0.7510 -2.7858 0.4573  0.118
41 H 0.5225 -1.4441 -1.0008  0.106
42 H 1.3476 4.2063 1.3857  0.077
43 H 1.0443 3.5541 -1.1338  0.115
44 H 3.6153 -0.4772 0.0530  0.114
45 H 3.6419 1.4606 1.5211  0.113